Density functional theory data (ωB97M-V/def2-TZVPD) for a structure of composition C26H42O23PSTl at a distorted geometry.

## Properties
**Frontier orbital gap**: 4.271 eV
**LUMO**: -0.243 Eh
**Total energy**: -3658.43001 hartree
**Energy relative to the best compared isomer or geometry (same formula, charge and spin)**: 0.0 kcal/mol

XYZ file:
```
94
Properties=species:S:1:pos:R:3:forces:R:3
Tl -3.38212 -2.71240 2.17384 -0.2 0.2 0.2
P -1.12064 -0.93042 0.62463 0.4 -0.8 -0.3
O -0.84579 -2.43577 0.86569 -0.3 0.3 0.0
O -2.55983 -0.99239 0.00930 0.4 0.2 0.5
O -0.06896 -0.13920 -0.03467 -0.3 0.2 0.0
O -1.65217 -0.47107 2.01203 -0.3 0.2 -0.2
C -0.45331 3.43056 2.53762 -0.1 0.4 -0.1
C 0.92359 2.82918 2.66578 0.6 -0.1 -0.6
C 1.55877 2.33749 1.35519 -1.3 -0.9 0.1
O 2.93491 2.63754 1.49568 0.4 -0.5 -0.3
C 3.08623 3.53454 2.46389 -0.3 2.2 1.3
O 4.05774 4.13185 2.81298 0.1 -1.0 -0.7
O 1.87306 3.83302 3.04030 0.0 -0.4 0.1
H -0.76575 3.95683 3.43966 0.2 -0.1 0.1
H -1.24236 2.71913 2.29407 0.2 -0.3 -0.1
H -0.40950 4.16907 1.73391 -0.1 0.0 0.0
H 1.01708 2.00154 3.37868 -0.4 0.2 0.2
H 1.12203 2.78018 0.45664 0.3 0.4 0.1
H 1.38495 1.26323 1.27159 0.4 0.0 -0.2
C 1.52350 3.52244 -2.25894 -0.4 0.8 -0.5
C 1.96377 2.08859 -2.45071 -0.3 1.0 1.5
C 1.01995 1.06347 -3.08619 1.4 1.4 -1.1
O 1.96190 0.34636 -3.91702 -0.9 -1.2 0.2
C 3.09445 1.02534 -4.07975 1.2 -0.3 0.1
O 3.99654 0.68603 -4.78196 -0.4 0.2 0.0
O 3.12739 2.09786 -3.26659 -0.2 0.0 0.0
H 0.56483 3.65093 -1.75165 0.1 -0.4 0.1
H 1.41502 4.08227 -3.19158 0.1 -0.2 -0.1
H 2.28166 4.03531 -1.66599 0.0 0.0 0.0
H 2.22774 1.82636 -1.41568 0.3 -0.8 -0.4
H 0.39530 1.56452 -3.83067 -0.7 -0.1 0.6
H 0.53414 0.45054 -2.33475 -0.1 -0.3 -0.3
C -0.74490 -4.17613 -2.32805 -0.6 0.5 1.2
C -2.06415 -3.78185 -2.97832 0.5 -1.3 -1.5
C -2.05520 -2.40342 -3.63567 -1.5 0.4 0.7
O -2.84485 -2.61109 -4.81374 0.9 0.4 -0.1
C -2.55975 -3.87547 -5.22964 -0.5 -0.4 0.5
O -2.62970 -4.26172 -6.34454 -0.1 -0.1 -0.2
O -2.27426 -4.63770 -4.14380 0.8 0.2 -0.9
H -0.87253 -3.98603 -1.25553 0.2 -0.1 0.0
H 0.09603 -3.55806 -2.64085 -0.1 -0.1 -0.3
H -0.47807 -5.22326 -2.43595 -0.2 0.0 -0.2
H -2.98264 -4.07550 -2.46148 0.4 0.9 0.9
H -1.07621 -1.98737 -3.87213 0.2 -0.4 -0.1
H -2.58499 -1.67387 -3.01909 0.1 0.1 0.0
C 3.26997 -1.48268 -1.03358 1.6 -0.5 0.1
C 3.28669 -2.75488 -0.19276 -0.9 -1.5 1.0
C 1.97924 -3.52268 -0.08877 -1.8 0.6 -0.4
O 2.11650 -4.75632 -0.76992 1.1 0.4 0.3
C 3.46432 -4.95795 -0.90885 -0.9 0.3 -1.1
O 3.90319 -5.95853 -1.35498 0.7 -0.4 0.2
O 4.15553 -3.83450 -0.61796 0.5 0.5 -0.2
H 4.07354 -0.87265 -0.61400 -0.2 0.4 -0.3
H 2.34102 -0.91843 -1.04311 -0.2 -0.3 0.4
H 3.56467 -1.69567 -2.06298 -0.2 -0.1 0.0
H 3.53018 -2.60086 0.85915 0.6 0.7 -0.2
H 1.19704 -2.93626 -0.57249 -0.2 -0.2 0.1
H 1.66653 -3.74867 0.93267 0.1 0.2 0.1
C -2.32397 3.34442 -1.13661 0.4 -0.6 0.3
C -2.39824 2.03002 -1.90452 -0.8 0.1 -0.2
C -3.73066 1.29888 -1.73416 0.4 -0.4 -0.9
O -4.48386 1.74160 -2.86480 -1.1 0.3 0.6
C -3.68583 2.31713 -3.75881 0.9 -0.1 -0.9
O -3.97927 2.73390 -4.83062 -0.4 0.0 0.2
O -2.40329 2.28734 -3.31392 0.5 0.1 0.2
H -2.65778 3.12257 -0.12013 0.3 0.2 0.2
H -2.95076 4.15042 -1.51411 -0.1 -0.2 -0.3
H -1.28998 3.68397 -1.13999 -0.1 0.2 0.2
H -1.60284 1.31973 -1.68282 0.3 0.4 0.1
H -4.23528 1.50631 -0.79669 -0.2 0.1 -0.1
H -3.58936 0.22985 -1.88701 -0.1 0.0 0.4
C 4.03728 -0.34073 2.96028 -1.3 1.6 0.3
C 2.76320 -0.60949 3.77432 0.5 -1.1 -0.5
C 1.62064 -1.37443 3.08924 0.4 1.9 -2.0
O 1.21850 -2.32822 4.00506 -1.6 -0.7 -1.0
C 2.02673 -2.37427 5.04637 1.5 0.1 0.9
O 1.89015 -3.09460 5.97909 0.0 0.1 0.0
O 3.06774 -1.50547 4.86392 -0.6 0.4 0.4
H 4.44529 0.56630 3.41219 0.6 -0.3 0.0
H 3.68946 0.04146 1.99500 0.3 -0.4 -0.3
H 4.78903 -1.11681 2.89385 -0.3 -0.3 0.0
H 2.36142 0.35038 4.10728 0.2 -0.1 0.6
H 1.87817 -1.69411 2.06918 0.5 -1.2 0.5
H 0.81874 -0.70117 2.75371 -0.3 0.1 1.1
C -4.49599 1.72701 2.39954 -0.3 0.1 -0.8
S -4.92028 0.84111 3.92185 -0.1 -0.4 0.1
O -4.94335 -0.63732 3.59108 0.4 0.5 -0.2
C -3.38041 1.14700 4.81647 0.0 -0.6 -0.4
H -5.38636 1.99709 1.82508 -0.3 -0.2 0.5
H -3.95098 1.06560 1.72601 0.4 -0.1 0.4
H -3.97948 2.67345 2.55679 0.2 -0.2 0.3
H -2.57079 0.78112 4.18564 0.2 0.4 -0.1
H -3.35235 0.52390 5.70893 -0.4 0.2 0.1
H -3.33659 2.20467 5.06437 0.2 0.0 0.0
```
Forces are in eV/Å.